Record 1
The following is a DFT calculation (ωB97M-V/def2-TZVPD) of a molecular structure, C22H28HfN5S.

Values from the calculation:
relative energy (zero: lowest compared OMol25 entry of this formula, charge and spin): 0.0 kJ/mol
energy: -42834.683 eV
highest occupied orbital energy: -15.8 eV
charge: +3

The geometry in XYZ format:
```
57
Properties=species:S:1:pos:R:3:forces:R:3
Hf -0.358502 -0.046648 -0.067802 0.11 0.72 1.71
N -3.503283 2.450268 -1.674780 -0.09 -0.09 -0.07
C -3.924782 1.332303 -2.396714 -0.01 0.03 -0.02
C -4.977535 1.144587 -3.284683 -0.03 0.06 0.02
C -5.077074 -0.105405 -3.855899 0.02 -0.06 -0.01
C -4.162662 -1.131801 -3.558081 -0.04 0.04 -0.02
C -3.126435 -0.937609 -2.670139 0.05 0.08 0.01
C -3.020007 0.322055 -2.084469 0.12 0.02 0.09
N -2.078655 0.842459 -1.171878 0.24 -0.53 -0.72
C -2.417593 2.111362 -0.983361 -0.12 0.07 -0.07
C -1.622732 2.932039 -0.097625 -0.05 0.13 0.02
C -1.722475 4.244666 0.229254 0.02 0.04 0.05
S -0.509904 4.650911 1.354299 0.00 0.05 0.04
C 0.068339 3.064411 1.315079 -0.06 -0.08 0.02
N -0.594545 2.258531 0.519610 0.61 -0.36 -0.18
H -3.951688 3.354257 -1.677913 0.00 0.00 0.01
H -5.681846 1.930720 -3.520590 0.02 0.01 0.00
H -5.874188 -0.303106 -4.559124 0.00 0.00 0.01
H -4.277968 -2.089866 -4.045933 0.01 0.00 0.02
H -2.417884 -1.727808 -2.458662 -0.05 -0.04 -0.05
H -2.423297 4.984764 -0.124667 -0.02 -0.02 0.03
H 0.900069 2.745323 1.924170 -0.02 0.02 0.02
N 5.905605 1.039205 0.582663 -0.07 -0.01 0.02
C 4.680365 0.395800 1.186949 -0.16 -0.08 0.04
C 3.411006 0.709401 0.386547 0.02 0.00 -0.02
N 2.226334 0.064969 0.977956 -0.57 0.26 -0.15
H 6.735697 0.858990 1.156707 0.01 -0.01 0.00
H 5.807200 2.055633 0.508072 0.03 0.01 0.01
H 6.104340 0.680243 -0.355650 0.02 0.00 -0.01
H 4.596392 0.756496 2.211231 0.08 0.05 0.00
H 4.862099 -0.677630 1.219344 0.07 0.01 -0.02
H 3.520298 0.358034 -0.641331 0.00 0.00 -0.01
H 3.246073 1.788063 0.349359 -0.01 0.00 -0.03
H 2.085281 0.395732 1.930687 -0.06 0.01 0.00
H 2.384687 -0.941333 1.070117 -0.02 -0.01 -0.01
C -2.369431 -2.452162 2.863664 0.42 -0.14 0.20
C -1.483417 -2.110581 1.651521 -0.47 0.05 0.80
C -2.136100 -2.793702 0.434324 -0.03 0.03 0.09
C -1.452753 -0.574986 1.462831 0.01 -0.79 -1.84
C -0.033234 -2.534083 1.789872 0.08 -0.11 -0.65
C 0.707642 -2.728170 0.607482 0.12 0.15 0.05
C 2.065542 -3.079702 0.644834 -0.09 -0.03 -0.07
C 2.699302 -3.216887 1.865280 0.00 -0.01 0.10
C 1.966223 -3.039011 3.044795 0.07 0.06 -0.06
C 0.624393 -2.696965 3.008795 0.01 0.05 0.03
H -3.410579 -2.252944 2.616893 0.01 0.05 0.02
H -2.113437 -1.842746 3.729607 0.02 -0.04 0.02
H -2.281335 -3.507074 3.134959 -0.03 0.01 -0.01
H -3.210950 -2.620065 0.442833 0.02 0.12 -0.08
H -1.976448 -3.873319 0.457075 0.02 0.00 -0.06
H -1.764456 -2.423328 -0.535400 -0.02 -0.06 -0.02
H -2.451993 -0.263711 1.108726 -0.14 0.48 0.76
H 0.206447 -2.789910 -0.359866 -0.02 -0.08 0.01
H 2.592520 -3.298994 -0.276653 0.00 0.01 0.01
H 3.739812 -3.512695 1.912257 -0.03 -0.07 0.01
H 2.446578 -3.194907 4.002616 0.01 0.00 -0.01
H 0.077530 -2.590672 3.936184 -0.02 0.02 -0.02
```
Positions in Å, forces in eV/Å.

Record 2
The following is a DFT calculation (ωB97M-V/def2-TZVPD) of a single C10H10O2 molecule.

Values from the calculation:
relative energy (zero: lowest compared OMol25 entry of this formula, charge and spin): 349.1 kJ/mol
energy: -14624.328 eV
structure (SMILES): C/C=C\c1ccc2c(c1)OCO2
highest occupied orbital energy: -7.9 eV
charge: 0

The geometry in XYZ format:
```
22
Properties=species:S:1:pos:R:3:forces:R:3
C -2.676722 -1.266334 0.695879 0.78 -0.87 0.07
C -3.069461 -0.095999 -0.292255 -2.27 -3.34 3.15
C -2.183032 0.768067 -0.627698 2.44 1.84 -2.34
C -0.683294 0.609984 -0.306404 -1.31 1.44 0.67
C -0.076673 1.771155 0.215718 -0.17 1.00 -2.70
C 1.336338 1.857857 0.216030 -0.83 1.81 1.46
C 2.016015 0.732230 0.061088 -1.09 -1.72 -0.80
C 3.473716 -0.834317 -0.066224 4.01 -1.77 0.37
C 1.377559 -0.511061 -0.266408 -1.43 3.34 0.60
C 0.053523 -0.613681 -0.467572 -0.73 2.63 0.48
H -1.580363 -1.195639 1.044898 -2.00 0.33 -0.30
H -2.655234 -2.301780 0.198447 -0.55 1.43 0.50
H -3.318788 -1.339836 1.632078 0.57 0.21 -1.35
H -4.165426 0.034440 -0.463850 1.12 -0.16 -0.20
H -2.524932 1.568374 -1.366433 0.91 -0.72 1.29
H -0.578089 2.800361 0.153765 0.22 -1.93 0.45
H 1.843476 2.805332 0.448880 -0.24 -0.52 -0.13
H 4.310190 -1.046630 -0.814998 -1.62 0.32 0.18
H 3.923191 -1.288764 0.849363 -0.77 0.38 -0.13
H -0.396350 -1.544200 -0.599942 -0.70 -1.20 -0.72
O 3.344787 0.567282 0.103444 0.49 -1.16 -0.28
O 2.229574 -1.476840 -0.347807 3.15 -1.33 -0.27
```
Positions in Å, forces in eV/Å.

Record 3
The following is a DFT calculation (ωB97M-V/def2-TZVPD) of 2 unconnected molecules or ions with the total composition C13H10NO4.

Values from the calculation:
relative energy (zero: lowest compared OMol25 entry of this formula, charge and spin): 0.0 kJ/mol
energy: -23321.474 eV
highest occupied orbital energy: -3.3 eV
charge: -1

The geometry in XYZ format:
```
28
Properties=species:S:1:pos:R:3:forces:R:3
C -5.010806 0.508253 1.791011 0.56 -0.21 0.03
C -4.517068 -0.805648 1.778689 -0.05 0.45 0.09
C -3.142689 -1.020911 1.766812 0.27 0.16 -0.13
C -2.254719 0.060064 1.760074 -0.18 0.59 0.15
C -0.787161 -0.226872 1.746449 1.31 0.38 0.35
O 0.107941 0.516969 2.106909 -1.51 -0.58 -0.16
C -2.743858 1.379380 1.801184 -0.16 -0.33 -0.09
C -4.125390 1.597521 1.802489 0.20 -0.39 0.03
H -6.081646 0.676933 1.801514 0.05 0.02 -0.03
H -5.199158 -1.654655 1.783456 0.10 0.22 -0.01
H -2.726261 -2.033860 1.760842 -0.21 0.32 -0.07
H -0.540735 -1.254711 1.415459 -0.04 0.09 -0.05
H -2.036972 2.216035 1.810103 -0.24 -0.41 -0.04
H -4.510548 2.616345 1.811122 0.05 -0.23 0.00
O 3.210014 -3.251598 -2.255826 1.16 1.30 -0.05
N 3.964020 -2.258111 -2.252420 0.54 -1.76 -0.38
O 5.186987 -2.340320 -2.451535 -1.35 -0.31 0.15
C 3.410556 -0.954050 -1.997875 0.14 1.06 0.13
C 4.306590 0.124163 -1.980738 0.23 -0.28 -0.04
C 3.791527 1.393786 -1.718157 -0.29 -0.49 -0.15
C 2.445668 1.576159 -1.455777 -0.69 -0.74 0.22
C 1.511482 0.437343 -1.308980 1.27 0.05 -0.40
O 0.365425 0.529299 -0.827525 -0.56 0.24 -0.15
C 2.065490 -0.839577 -1.746239 -0.37 0.44 0.36
H 5.357204 -0.070472 -2.172938 -0.26 0.21 0.08
H 4.476964 2.233129 -1.719642 -0.07 0.11 -0.03
H 2.041018 2.570608 -1.273013 0.06 -0.18 0.09
H 1.436133 -1.725202 -1.775452 0.05 0.27 0.10
```
Positions in Å, forces in eV/Å.

Record 4
The following is a DFT calculation (ωB97M-V/def2-TZVPD) of 2 unconnected molecules or ions with the total composition C15H29Cl3NO3.

Values from the calculation:
relative energy (zero: lowest compared OMol25 entry of this formula, charge and spin): 0.0 kJ/mol
energy: -61218.385 eV
highest occupied orbital energy: -12.5 eV
charge: +1

The geometry in XYZ format:
```
51
Properties=species:S:1:pos:R:3:forces:R:3
C 2.926571 -2.824755 1.757682 -0.19 -0.22 0.01
C 1.946229 -2.853483 0.578177 0.13 -0.05 0.02
C 2.548638 -2.303398 -0.717705 0.16 -0.10 0.07
C 2.752143 -0.785692 -0.748542 0.01 0.04 0.19
C 1.488789 0.033489 -0.493604 0.04 -0.04 -0.49
N 1.858295 1.335148 0.184386 -0.01 -0.14 0.12
C 2.059056 1.131571 1.662184 0.15 -0.11 0.19
C 3.434393 1.607200 2.103616 0.32 -0.35 0.21
O 4.184766 0.888326 2.703519 -0.32 0.36 -0.24
C 0.981495 2.509658 -0.182310 -0.12 0.34 0.04
C -0.385814 2.551520 0.480722 -0.06 0.02 -0.19
C -1.324110 1.369048 0.196152 0.01 -0.12 0.60
C -2.791483 1.802791 0.180989 0.22 -0.25 -0.22
C -3.743109 0.681217 -0.210068 -0.17 0.53 0.24
O -4.028607 -0.105013 0.954174 0.31 -0.59 -0.39
C -5.246938 -0.746097 0.928887 -0.60 0.45 0.05
C -5.179507 -2.239123 1.072145 0.18 0.12 0.36
O -6.269977 -0.129119 0.807341 0.46 -0.27 -0.16
H 3.586233 -3.694380 1.727639 0.07 0.14 -0.07
H 3.553046 -1.929762 1.769892 -0.04 0.01 0.06
H 2.385991 -2.882981 2.704547 0.09 0.07 -0.01
H 1.025274 -2.331328 0.855170 -0.01 0.01 -0.10
H 1.644882 -3.886743 0.390386 -0.03 0.07 0.06
H 3.541598 -2.752502 -0.826237 -0.08 0.00 -0.13
H 1.975482 -2.625716 -1.590840 -0.10 0.10 0.07
H 3.515431 -0.512206 -0.008921 -0.04 -0.10 0.03
H 3.148203 -0.491528 -1.724927 0.08 -0.02 0.09
H 0.743785 -0.482348 0.103514 0.06 0.14 0.15
H 1.033183 0.311116 -1.441206 -0.09 -0.04 0.01
H 2.780408 1.553077 -0.199116 -0.05 0.08 -0.10
H 1.306535 1.687925 2.218217 -0.09 -0.04 -0.11
H 1.974229 0.070001 1.892421 -0.02 0.07 -0.03
H 3.701802 2.649940 1.845732 0.05 0.02 -0.02
H 0.882825 2.495171 -1.269471 0.06 -0.15 0.06
H 1.549368 3.407611 0.077224 -0.01 -0.10 0.07
H -0.852928 3.465364 0.096674 0.11 -0.02 -0.01
H -0.283982 2.725132 1.555215 -0.10 -0.02 -0.05
H -1.211279 0.631227 1.001568 0.04 -0.08 -0.16
H -1.061828 0.856740 -0.731205 -0.10 0.19 -0.13
H -2.914382 2.627323 -0.528772 -0.02 0.00 0.10
H -3.064115 2.142279 1.182453 -0.13 0.20 -0.13
H -4.670473 1.105549 -0.600830 0.01 -0.09 0.07
H -3.293399 0.035980 -0.974407 -0.05 0.01 0.02
H -4.178064 -2.580581 1.324666 -0.03 0.02 -0.05
H -5.494477 -2.682607 0.125685 -0.04 0.00 0.10
H -5.874405 -2.533203 1.858026 -0.06 -0.11 -0.15
C -0.137057 0.362557 -4.530924 -0.05 -0.09 0.05
Cl -0.708934 1.762913 -3.610523 0.00 0.03 -0.01
Cl 1.527177 -0.038322 -4.081103 0.03 0.03 -0.09
Cl -1.196008 -1.016676 -4.288366 0.01 0.02 0.02
H -0.144949 0.627690 -5.579931 0.01 0.02 -0.01
```
Positions in Å, forces in eV/Å.